Entry 1:
The following is a quantum chemistry calculation of C39H43ClNiP2Si2 as an isolated structure, from the OMol25 dataset.

```
88
Properties=species:S:1:pos:R:3:forces:R:3
C 1.719384 -0.123878 -1.426304 -0.60 0.09 -0.27
C 1.243902 -1.417531 -1.120156 -0.74 0.52 -0.56
C -0.199060 -1.410308 -1.231524 0.51 0.72 -0.80
H 1.879740 -2.280978 -0.983870 -0.14 -0.01 0.17
C -0.585127 -0.054451 -1.605688 0.31 -0.75 -0.52
C 0.613610 0.714879 -1.721924 0.20 -0.80 -0.29
H 0.666202 1.744748 -2.064999 0.01 -0.31 0.13
H 2.759840 0.166271 -1.509881 -0.08 -0.01 0.22
H -0.864012 -2.257129 -1.279174 0.17 0.05 -0.06
H -1.565279 0.224619 -1.990928 0.32 -0.02 0.25
Ni -0.392359 -0.279625 0.465235 -0.30 -0.30 -0.60
Si -5.612140 -3.470650 1.299425 -1.34 -1.63 -0.37
C -5.761263 -4.592567 2.732248 -0.18 -0.23 -0.20
C -6.629759 -4.292466 3.788655 0.22 -0.63 0.26
H -7.065982 -3.292226 3.862246 0.01 -0.37 0.03
C -6.932920 -5.293583 4.715461 -0.08 0.17 0.10
H -7.628522 -5.077323 5.530187 0.21 -0.12 -0.22
C -6.362379 -6.565855 4.603365 0.00 0.23 0.00
H -6.622771 -7.343782 5.324938 0.12 0.26 -0.23
C -5.457955 -6.833553 3.571717 -0.01 0.07 0.05
H -4.991091 -7.810213 3.500694 -0.08 0.01 0.00
C -5.166077 -5.856969 2.624885 -0.12 -0.17 0.61
H -4.482383 -6.070718 1.798754 -0.24 0.04 0.25
C -7.297408 -3.094809 0.665998 -0.45 -0.22 -0.40
C -8.064927 -4.236943 0.351438 -0.60 0.56 -0.18
H -7.654598 -5.244429 0.486028 -0.14 0.42 0.04
C -9.359844 -4.083548 -0.150434 0.31 -0.10 0.03
H -9.947027 -4.966189 -0.390578 0.03 0.14 0.00
C -9.888082 -2.808474 -0.353284 0.18 0.16 0.17
H -10.897799 -2.687530 -0.751774 0.31 -0.04 0.15
C -9.121944 -1.683825 -0.044180 0.29 0.07 -0.05
H -9.534534 -0.690558 -0.194928 0.01 -0.11 -0.03
C -7.810703 -1.813243 0.442054 -0.66 -0.61 -0.07
H -7.197573 -0.936857 0.652360 -0.22 -0.12 -0.03
H -4.994005 -4.298801 0.251212 0.37 -0.05 -0.12
Si -3.408892 -1.833381 1.169441 2.75 1.85 -0.87
C -3.526983 -1.415554 -0.641420 -0.60 -0.31 -0.15
C -3.626650 -2.539373 -1.490180 -0.73 0.30 0.01
H -3.313265 -3.522334 -1.132485 -0.08 0.34 -0.21
C -4.310528 -2.455533 -2.708838 0.20 -0.10 0.00
H -4.499601 -3.379273 -3.264009 0.19 0.41 0.02
C -4.817500 -1.235624 -3.154547 0.00 -0.23 0.33
H -5.382937 -1.194442 -4.090849 0.24 0.08 0.37
C -4.660810 -0.097734 -2.354441 0.30 -0.01 0.17
H -5.094575 0.843440 -2.689846 0.21 -0.12 0.11
C -4.014325 -0.174500 -1.111834 -0.49 -0.62 -0.25
H -3.962563 0.700354 -0.467780 0.00 -0.10 -0.10
C -2.195929 -3.193149 1.598573 -0.66 -0.57 0.38
C -1.539914 -4.069784 0.707659 -0.38 -0.37 0.08
H -1.391911 -3.807608 -0.345273 -0.09 -0.10 0.59
C -1.155401 -5.349169 1.130404 -0.03 0.10 0.06
H -0.758350 -6.059438 0.404834 0.09 0.28 0.15
C -1.361856 -5.769517 2.450124 -0.31 0.43 -0.08
H -1.120824 -6.789936 2.759315 -0.02 0.38 -0.13
C -1.964942 -4.886115 3.349726 0.23 -0.06 -0.01
H -2.206191 -5.210552 4.358710 0.16 0.05 -0.10
C -2.357935 -3.614249 2.935532 -0.16 -0.48 -0.49
H -2.911571 -2.980370 3.626113 0.10 -0.07 -0.01
H -4.770631 -2.041194 1.725460 0.09 0.05 0.04
Cl -3.223515 -0.146023 2.375023 0.46 0.67 0.33
C -0.990268 2.354769 2.609556 -0.38 0.51 0.50
P -0.137877 1.685403 1.171204 0.83 0.12 0.40
C -0.037918 3.124130 0.076778 0.03 0.69 -0.09
C 1.579862 1.463516 1.833005 -0.07 -0.07 0.11
C 2.551630 2.453245 1.847633 0.51 -0.01 0.25
C 3.816122 2.186212 2.396726 -0.08 -0.08 -0.11
C 4.095684 0.929909 2.927338 -0.12 -0.16 0.08
C 3.121004 -0.074334 2.915108 0.12 0.35 -0.01
C 1.876790 0.183483 2.364679 -0.34 0.23 -0.20
P 0.544592 -1.075812 2.194694 0.00 0.23 -0.35
C 1.394875 -2.654125 2.005870 0.40 -0.24 0.45
C -0.162975 -1.138701 3.846426 0.18 -0.17 0.86
H -2.018358 1.978805 2.610280 0.25 0.34 0.11
H -0.975105 3.449320 2.549767 -0.10 -0.19 0.30
H -0.490551 2.034377 3.527905 -0.14 0.04 -0.07
H -0.181437 4.051350 0.644984 0.05 -0.12 -0.16
H 0.930178 3.173090 -0.429370 -0.26 -0.07 0.01
H -0.836398 3.034322 -0.667703 0.21 0.09 0.07
H 2.354439 3.441094 1.429978 -0.01 -0.23 0.11
H 4.590058 2.957126 2.398767 -0.27 -0.21 0.00
H 5.067000 0.705682 3.363068 -0.11 0.17 -0.13
H 3.328350 -1.058497 3.330510 0.11 0.19 -0.07
H 2.036151 -2.815301 2.884029 -0.07 -0.33 -0.28
H 0.634600 -3.446519 1.926619 0.35 0.24 0.11
H 1.991080 -2.626637 1.083769 -0.18 -0.03 0.43
H 0.649496 -1.043194 4.573418 -0.16 -0.08 0.13
H -0.880921 -0.334132 4.003397 0.08 0.01 -0.08
H -0.679104 -2.087422 4.011411 0.09 0.11 -0.06
```
Forces are in eV/Å.

Properties
Highest occupied orbital energy (alpha / beta) = -4.76 / -6.81 eV
Total charge = 0
Relative energy (zero: lowest compared OMol25 entry of this formula, charge and spin) = 0.0 kJ/mol
Spin multiplicity = 3
Frontier orbital gap (alpha / beta) = 4.76 / 6.86 eV
⟨S²⟩ = 2.029

Entry 2:
The following is a quantum chemistry calculation of C39H43MnN2O8 as an isolated structure, from the OMol25 dataset.

```
93
Properties=species:S:1:pos:R:3:forces:R:3
Mn 0.044704 0.077564 0.024481 -0.20 0.57 0.17
N -0.245120 2.121819 -0.537004 -0.02 -0.09 0.00
C -1.102424 2.715989 0.503950 0.01 -0.03 0.02
C -2.016031 1.660623 1.127405 0.02 0.03 -0.07
O -3.083025 1.970235 1.652889 0.00 0.01 0.02
N -1.475082 0.444395 1.069505 0.05 -0.07 -0.04
C -2.140939 -0.724636 1.574824 -0.04 -0.04 -0.04
C -1.181248 -1.905001 1.459973 0.04 0.06 0.13
O -1.437047 -2.979481 1.970243 -0.04 -0.01 -0.03
O -0.090366 -1.666580 0.777843 0.02 -0.14 -0.05
H 0.578796 2.684249 -0.704281 0.03 -0.02 0.02
H -0.756475 2.015950 -1.407584 0.00 0.03 -0.01
H -1.707288 3.545656 0.138486 -0.02 -0.01 -0.02
H -0.453123 3.081399 1.301679 -0.01 0.02 0.00
H -3.031077 -0.970375 0.981739 -0.02 0.02 0.00
H -2.468983 -0.608197 2.609530 0.03 -0.01 0.02
C -0.495117 -3.425798 -5.201684 0.03 -0.02 0.02
C 0.253799 -2.101705 -5.237344 -0.03 -0.09 -0.02
C 0.827278 -1.792517 -6.605495 -0.01 0.01 -0.02
O -0.611952 -1.043301 -4.848383 0.05 0.10 -0.06
C -0.272924 -0.595793 -3.536756 -0.04 -0.02 0.02
C 0.831258 -1.546990 -3.080746 0.00 -0.02 0.02
O 1.308503 -2.105913 -4.303701 0.03 0.04 -0.01
C 1.977602 -0.879255 -2.292095 -0.07 -0.02 -0.07
O 1.506715 -0.534713 -1.054836 0.15 -0.03 0.06
C 3.124665 -1.884899 -2.054694 0.06 0.07 0.04
C 4.342926 -1.395449 -1.584487 -0.04 -0.02 -0.06
C 5.378646 -2.249754 -1.245541 0.02 -0.01 -0.01
C 5.216985 -3.623365 -1.373215 0.02 0.02 0.02
C 4.010585 -4.121986 -1.836186 -0.03 -0.01 0.00
C 2.972676 -3.260599 -2.172199 -0.01 -0.03 -0.01
C 2.542566 0.337117 -3.050850 0.00 0.00 -0.01
C 3.068680 0.249321 -4.339742 0.03 0.00 0.01
C 3.570397 1.375757 -4.975163 0.00 0.01 -0.01
C 3.576348 2.606363 -4.329888 0.01 0.00 -0.02
C 3.093076 2.693623 -3.033486 -0.01 0.01 0.01
C 2.580960 1.565925 -2.403403 0.01 -0.03 0.01
C -1.524068 -0.558778 -2.634752 0.00 0.18 0.05
O -1.154015 -0.188786 -1.354632 -0.03 -0.45 -0.10
C -2.498371 0.545673 -3.092880 0.05 0.01 0.01
C -2.380437 1.270295 -4.272078 -0.03 -0.03 -0.03
C -3.261627 2.313275 -4.551509 0.01 0.00 0.00
C -4.264075 2.644303 -3.656701 -0.01 0.00 0.01
C -4.389453 1.922082 -2.473502 -0.02 0.02 -0.02
C -3.516448 0.885255 -2.199622 0.01 0.00 0.03
C -2.231076 -1.913124 -2.646934 -0.10 0.02 -0.04
C -1.922918 -2.867902 -1.684930 -0.02 -0.01 0.03
C -2.544079 -4.110220 -1.699467 0.02 -0.01 0.00
C -3.477782 -4.413351 -2.679217 -0.02 -0.01 -0.02
C -3.793706 -3.462476 -3.641401 0.00 0.00 0.00
C -3.175537 -2.221514 -3.623535 0.00 0.00 0.03
H -1.372040 -3.382503 -5.848334 0.01 0.01 0.01
H -0.829020 -3.639731 -4.185583 0.01 -0.03 -0.04
H 0.162036 -4.228964 -5.539647 0.01 0.01 0.00
H 0.030418 -1.783544 -7.349920 0.01 0.01 0.01
H 1.561879 -2.549803 -6.882146 -0.01 0.00 0.01
H 1.307955 -0.814800 -6.581402 -0.01 -0.01 0.00
H 0.122129 0.424112 -3.593824 -0.03 0.02 -0.04
H 0.425897 -2.331623 -2.435801 -0.01 0.04 0.00
H 4.472240 -0.325044 -1.476676 0.01 0.00 -0.01
H 6.313917 -1.843750 -0.878473 -0.01 0.00 0.00
H 6.023252 -4.296886 -1.109356 0.00 0.00 0.00
H 3.867627 -5.191341 -1.935867 0.00 0.00 0.00
H 2.044193 -3.679717 -2.534255 0.01 0.00 0.01
H 3.092843 -0.709135 -4.838874 0.01 0.01 0.01
H 3.969261 1.290031 -5.979464 0.00 0.00 0.01
H 3.970793 3.483522 -4.828596 0.00 -0.01 0.00
H 3.120757 3.641309 -2.507319 0.00 -0.01 0.00
H 2.233401 1.595027 -1.378683 0.00 0.00 0.00
H -1.613578 1.022094 -4.992646 0.03 -0.01 0.01
H -3.152631 2.869099 -5.475411 0.00 0.00 0.00
H -4.941942 3.461406 -3.871973 0.00 0.00 0.00
H -5.160699 2.176951 -1.757126 0.01 -0.01 0.00
H -3.596946 0.339161 -1.267138 0.01 0.01 -0.01
H -1.194829 -2.638635 -0.919230 0.00 0.01 0.01
H -2.296906 -4.831336 -0.930048 0.00 0.00 -0.01
H -3.965257 -5.380985 -2.688418 0.00 0.01 0.00
H -4.526456 -3.686537 -4.407862 0.00 0.00 0.01
H -3.424835 -1.483655 -4.376161 0.00 -0.01 0.00
C 2.894487 1.379184 2.627678 -0.01 0.00 -0.02
C 1.990952 0.220323 2.203072 0.05 -0.02 0.01
C 2.835240 -0.929213 1.667972 0.04 -0.02 0.02
C 1.129148 -0.222284 3.382611 -0.01 -0.05 0.03
O 1.152698 0.759280 1.190355 0.05 0.02 -0.02
H 3.579993 1.066009 3.418194 -0.01 -0.01 -0.01
H 2.292282 2.212352 2.995907 0.00 0.00 0.00
H 3.480742 1.722423 1.773227 0.00 0.00 0.00
H 3.518142 -1.267246 2.452573 -0.01 -0.01 0.00
H 3.418519 -0.600068 0.808244 -0.02 -0.01 0.04
H 2.207652 -1.759513 1.350150 0.00 0.02 -0.01
H 1.769917 -0.482563 4.228817 -0.01 0.01 0.00
H 0.536885 -1.098533 3.126556 0.02 0.01 0.00
H 0.459125 0.584519 3.686409 0.00 0.01 -0.01
```
Forces are in eV/Å.

Properties
Highest occupied orbital energy (alpha / beta) = -5.87 / -5.88 eV
Total charge = -1
Relative energy (zero: lowest compared OMol25 entry of this formula, charge and spin) = 0.0 kJ/mol
Spin multiplicity = 2
Frontier orbital gap (alpha / beta) = 6.99 / 8.02 eV
⟨S²⟩ = 0.778